A molecular structure, C45H31N6O2S3W, computed with the ωB97M-V functional and the def2-TZVPD basis.

Geometry (Å):
1 W 0.36494 -0.50912 -0.20766
2 S 4.02617 3.73510 -1.83568
3 C 5.37803 4.76898 -1.72821
4 C 6.49924 4.09603 -1.35199
5 C 6.24910 2.71652 -1.12681
6 C 4.94399 2.37398 -1.33823
7 C 4.33923 1.04647 -1.16334
8 C 2.96466 0.91613 -0.95699
9 N 2.37659 -0.25880 -0.76231
10 C 3.13704 -1.38010 -0.72541
11 C 4.51499 -1.35042 -0.94007
12 C 5.22862 -2.60544 -0.92699
13 C 4.58519 -3.76709 -0.69432
14 C 3.16696 -3.79708 -0.41637
15 C 2.45513 -4.95286 -0.08788
16 C 1.11480 -4.85980 0.25542
17 C 0.50528 -3.60370 0.23242
18 N 1.14744 -2.48977 -0.12209
19 C 2.47271 -2.58909 -0.41767
20 C 0.29487 -6.02401 0.62161
21 C -0.83966 -6.03210 1.38296
22 C -1.40021 -7.32963 1.52217
23 C -0.67281 -8.27501 0.86616
24 S 0.67008 -7.59931 0.05829
25 C 5.10651 -0.10901 -1.17040
26 H 5.27800 5.81548 -1.96303
27 H 7.46423 4.56354 -1.23059
28 H 7.00331 2.02199 -0.78759
29 H 2.31808 1.78458 -0.93092
30 H 6.29518 -2.59517 -1.10757
31 H 5.12988 -4.70198 -0.68900
32 H 2.96430 -5.90898 -0.07187
33 H -0.53745 -3.49099 0.48672
34 H -1.25305 -5.15740 1.86335
35 H -2.29438 -7.54063 2.08772
36 H -0.86060 -9.33414 0.80594
37 H 6.17046 -0.05386 -1.36092
38 N -4.24817 5.15450 -1.02395
39 C -5.42200 5.78840 -0.65847
40 C -6.09399 6.89095 -1.18625
41 C -7.26135 7.25245 -0.55136
42 C -7.74762 6.54648 0.56826
43 C -7.07595 5.46071 1.07882
44 C -5.88755 5.07939 0.44908
45 N -5.01613 4.04413 0.75790
46 C -4.07002 4.13199 -0.13124
47 C -2.92002 3.21788 -0.17122
48 C -2.70496 2.35425 0.90071
49 C -1.61728 1.51542 0.86058
50 N -0.79116 1.41459 -0.20004
51 C -1.00043 2.24700 -1.22859
52 C -2.02853 3.17128 -1.23745
53 H -3.61703 5.44417 -1.74865
54 H -5.72707 7.43608 -2.04492
55 H -7.82129 8.10082 -0.92063
56 H -8.66870 6.87160 1.03204
57 H -7.44239 4.91640 1.93802
58 H -3.36577 2.36529 1.75486
59 H -1.38022 0.87393 1.70120
60 H -0.34305 2.14459 -2.07937
61 H -2.13528 3.80662 -2.10535
62 N 0.93825 -0.03275 1.44467
63 C 1.80413 0.62786 2.30029
64 C 2.10081 1.97783 2.11481
65 C 3.01168 2.61067 2.94669
66 C 3.61295 1.91378 3.98713
67 C 3.29560 0.57566 4.19506
68 C 2.40175 -0.06794 3.35603
69 H 1.60693 2.52650 1.31952
70 H 3.24319 3.65591 2.78884
71 H 4.31633 2.41188 4.63996
72 H 3.75295 0.02935 5.00928
73 H 2.15313 -1.11116 3.50204
74 O -3.91649 -5.83088 -0.89875
75 C -3.54086 -4.75595 -0.17950
76 O -3.83838 -4.66566 0.97776
77 C -2.70173 -3.72412 -0.87184
78 C -2.74081 -2.43793 -0.39416
79 C -1.94997 -1.43431 -0.98874
80 C -1.09512 -1.73276 -2.06607
81 S -0.01180 -0.51160 -2.69966
82 C -1.04879 -3.06819 -2.52095
83 C -1.84954 -4.02689 -1.95283
84 H -3.69901 -5.71409 -1.83151
85 H -3.40674 -2.19860 0.42530
86 H -2.21528 -0.40158 -0.78485
87 H -0.36538 -3.32248 -3.31992
88 H -1.77870 -5.04476 -2.32140

Forces on the atoms, in the same order (eV/Å):
0.64 -0.31 0.45
-0.15 0.11 0.02
0.08 0.01 -0.05
-0.05 -0.07 0.03
0.04 0.16 0.04
0.01 -0.33 0.02
0.04 0.19 -0.06
-0.02 -0.02 -0.06
-0.08 0.08 0.19
-0.09 -0.09 0.05
0.20 -0.02 -0.14
-0.08 0.11 0.00
-0.14 -0.01 0.03
0.17 -0.15 0.11
0.15 0.00 -0.02
-0.28 -0.13 0.06
0.10 0.09 -0.05
0.07 -0.01 -0.07
0.04 0.21 -0.16
0.09 0.29 -0.09
-0.09 -0.12 0.11
0.11 0.07 -0.02
-0.10 0.01 -0.02
0.11 -0.15 -0.02
0.08 -0.12 -0.01
0.00 0.01 -0.02
0.01 0.01 0.00
0.01 -0.01 0.01
0.02 0.00 0.00
0.01 0.02 -0.01
-0.01 -0.02 0.00
-0.02 -0.01 0.02
-0.03 -0.03 0.02
-0.02 0.03 0.00
-0.02 -0.01 0.01
-0.01 -0.02 -0.01
0.01 0.01 0.01
-0.19 0.07 0.07
0.18 0.11 -0.26
0.00 -0.06 0.07
-0.04 -0.02 0.06
0.02 0.06 -0.07
0.02 -0.02 0.01
-0.02 -0.22 0.23
-0.16 0.21 -0.04
0.36 -0.22 -0.06
-0.29 0.20 0.00
0.20 0.09 -0.04
-0.05 -0.06 0.26
-0.14 0.04 -0.07
-0.11 0.10 0.02
0.17 -0.10 -0.04
-0.01 0.01 -0.01
0.02 0.00 -0.01
-0.01 0.01 0.00
-0.01 0.01 -0.01
0.00 -0.01 0.00
-0.01 0.04 -0.01
-0.01 -0.01 -0.04
0.00 -0.01 0.01
-0.01 0.01 0.00
-0.14 0.57 -0.16
-0.52 -0.76 -0.13
0.10 0.30 -0.09
-0.01 -0.06 0.01
0.00 0.03 0.01
-0.06 0.00 -0.10
0.13 0.02 0.20
0.02 -0.02 0.03
0.00 0.01 0.00
0.01 0.01 0.00
0.01 0.01 0.01
0.00 -0.01 -0.01
0.03 0.15 -0.02
0.13 -0.21 0.11
-0.05 0.08 -0.03
0.02 -0.14 -0.14
0.11 0.21 0.03
-0.36 -0.02 0.05
0.05 -0.07 -0.16
-0.19 -0.07 -0.14
0.07 0.11 0.04
-0.07 -0.04 0.06
-0.04 -0.04 -0.01
0.00 0.01 0.00
0.09 -0.02 0.04
-0.01 0.00 -0.01
0.01 0.00 0.00

The spin multiplicity is 3. As for the expectation value of S²: 2.023. As for the strongest force on any atom: 0.01807 hartree/bohr. The energy above the lowest of the compared OMol25 structures with the same formula, charge and spin is 27.1 kcal/mol. As for the LUMO energy (alpha / beta): -0.124 / -0.126 hartree. Its charge is +1. The calculation puts the total energy at -94532.239 eV. The value obtained for the molecular weight is 967.824 g mol⁻¹.

Atom charges from the Mulliken analysis, given in e for atoms 1 to 5: W -0.04; S -0.09; C -0.42; C -0.60; C -0.59

A single C20H25F3N2O3 molecule, computed with the ωB97M-V functional and the def2-TZVPD basis.

Geometry (Å):
1 O 2.22057 0.07428 0.05829
2 C 1.69742 0.80498 -0.75668
3 N 1.13541 1.98598 -0.43252
4 C 1.13538 2.51488 0.91224
5 C -0.26942 2.61968 1.51401
6 C -0.88280 1.23848 1.75060
7 C -2.23273 1.38434 2.45581
8 O -2.11883 2.08854 3.67088
9 C -1.61677 3.38698 3.47664
10 C -0.22178 3.36769 2.84836
11 C 1.69284 0.50820 -2.26357
12 C 0.30635 0.66530 -2.90387
13 C 0.18143 -0.28021 -4.10058
14 C 0.21710 -1.69602 -3.56160
15 O -0.62433 -2.53630 -3.81042
16 N 1.25183 -1.90513 -2.71766
17 C 1.30600 -3.12327 -1.92896
18 C 0.71306 -2.87294 -0.56653
19 C 1.49611 -2.78561 0.57564
20 C 0.92310 -2.49134 1.80110
21 C -0.43862 -2.27260 1.90394
22 C -1.22235 -2.35879 0.76111
23 C -2.70042 -2.10795 0.81067
24 F -3.03611 -0.96712 0.16514
25 F -3.41389 -3.08276 0.22584
26 F -3.18369 -1.98166 2.05544
27 C -0.65518 -2.65579 -0.46881
28 C 2.26544 -0.89723 -2.52836
29 H 0.68563 2.53834 -1.14407
30 H 1.74954 1.83847 1.51060
31 H 1.60396 3.50579 0.90230
32 H -0.90982 3.17881 0.81958
33 H -1.01976 0.71042 0.80635
34 H -0.20943 0.65021 2.37633
35 H -2.64677 0.41091 2.71947
36 H -2.94104 1.90071 1.78867
37 H -1.59155 3.84943 4.46552
38 H -2.30221 3.96195 2.83230
39 H 0.12961 4.39096 2.70671
40 H 0.46398 2.85438 3.52451
41 H 2.38166 1.23450 -2.71094
42 H -0.47287 0.41182 -2.18002
43 H 0.14327 1.69396 -3.23120
44 H -0.76383 -0.13309 -4.62229
45 H 0.99935 -0.11635 -4.80466
46 H 2.34106 -3.46339 -1.85465
47 H 0.71157 -3.86893 -2.46471
48 H 2.56157 -2.94452 0.51013
49 H 1.54325 -2.42239 2.68099
50 H -0.89178 -2.04008 2.85518
51 H -1.27481 -2.72143 -1.35112
52 H 2.91114 -0.86620 -3.41538
53 H 2.87314 -1.17889 -1.66576

Forces on the atoms, in the same order (eV/Å):
0.18 -0.19 0.27
0.04 0.12 -0.60
-0.24 0.33 0.06
-0.21 0.16 0.21
0.38 -0.21 0.19
-0.31 0.33 0.03
0.13 -0.33 -0.25
-0.01 -0.03 0.17
0.30 0.24 0.09
-0.43 -0.06 -0.18
0.14 -0.30 0.21
0.11 0.07 -0.15
-0.26 0.02 0.07
0.17 0.29 -0.32
-0.41 -0.21 -0.08
0.06 -0.20 0.15
-0.19 -0.17 -0.03
0.04 -0.10 0.07
-0.15 -0.11 -0.04
0.01 0.00 0.07
-0.12 -0.03 -0.11
-0.04 0.00 0.02
-0.28 0.08 -0.04
0.10 0.13 -0.12
0.09 -0.18 -0.13
0.15 -0.02 0.27
-0.01 0.03 0.20
0.36 0.39 -0.05
0.07 -0.13 -0.07
-0.02 0.13 0.00
0.02 -0.08 0.06
-0.02 0.03 -0.01
0.02 -0.09 -0.03
0.06 -0.07 0.01
-0.03 0.05 -0.12
-0.01 -0.04 0.04
-0.03 0.05 -0.11
0.03 -0.01 0.06
0.06 0.06 0.03
0.08 0.00 0.07
-0.05 -0.05 0.01
-0.02 0.05 0.00
-0.07 0.01 0.07
0.08 -0.11 -0.01
0.03 0.01 -0.05
-0.06 0.00 -0.02
0.20 0.04 0.09
0.14 0.01 -0.04
0.07 0.02 0.09
-0.03 0.01 0.08
-0.07 -0.03 -0.13
0.00 0.04 0.13
-0.04 0.02 -0.17

As for the strongest force on any atom: 0.01199 hartree/bohr. As for the LUMO energy: 0.018 hartree. Its charge is 0. The calculation puts the total energy at -38423.034 eV. The value obtained for the molecular weight is 398.425 g mol⁻¹.

Atom charges from the natural (NBO) analysis, given in e for atoms 1 to 5: O -0.63; C 0.69; N -0.61; C -0.22; C -0.22

A gas-phase ion, C3H6N4 (charge +2) at a distorted geometry, computed with the ωB97M-V functional and the def2-TZVPD basis.

Geometry (Å):
1 H 2.04671 -0.64116 1.86081
2 N 1.62507 0.04469 1.01756
3 N 0.64908 -0.64928 0.73233
4 C -0.12200 -0.14354 -0.18925
5 C -1.18655 -1.05883 -0.67024
6 N -0.30223 1.23700 -0.56506
7 C 0.49754 2.17100 0.04211
8 N 1.20822 2.98139 0.35571
9 H 0.54277 -1.56976 1.10866
10 H -1.69711 -0.80997 -1.53498
11 H -1.91986 -1.30913 0.21395
12 H -0.68709 -1.97275 -0.91440
13 H -0.65455 1.72035 -1.45718

Forces on the atoms, in the same order (eV/Å):
0.40 2.81 -2.05
2.81 -2.75 4.69
2.66 1.46 1.26
-8.55 4.80 -6.67
0.78 -0.98 2.49
3.13 -2.78 2.06
-2.35 -2.64 -1.50
2.43 2.91 1.41
-0.96 -1.38 0.32
-1.18 1.15 -1.49
1.15 0.57 -1.35
0.22 -1.19 -0.03
-0.52 -1.97 0.85

As for the strongest force on any atom: 0.23067 hartree/bohr. The energy above the lowest of the compared OMol25 structures with the same formula, charge and spin is 160.8 kcal/mol. As for the LUMO energy (alpha / beta): -0.517 / -0.518 hartree. Its charge is +2. The calculation puts the total energy at -9142.492 eV. The value obtained for the molecular weight is 98.109 g mol⁻¹.

Atom charges from the natural (NBO) analysis, given in e for atoms 1 to 5: H 0.44; N 0.08; N -0.23; C 0.61; C -0.70

10 unconnected molecules or ions with the total composition C7H34NO9 at a distorted geometry, computed with the ωB97M-V functional and the def2-TZVPD basis.

Geometry (Å):
1 N -0.29430 -0.00539 -0.13622
2 H 0.07471 0.91330 0.06367
3 H 0.04851 -0.30560 -1.03759
4 H -1.29484 -0.08571 -0.02411
5 H 0.26289 -0.62771 0.43153
6 O 2.56952 -2.84691 2.24847
7 H 2.87476 -2.33994 3.02586
8 O 2.17438 -1.87890 -3.63693
9 H 2.93666 -1.28330 -3.50009
10 C 3.53294 3.00299 -5.05189
11 O 2.32259 2.41705 -4.89628
12 H 3.98865 2.83870 -4.07545
13 H 3.99076 2.55604 -5.93435
14 H 3.45586 4.08089 -5.19444
15 H 2.40593 1.46100 -4.87150
16 C -5.59547 0.63720 3.68868
17 O -4.70859 1.36219 2.82941
18 H -5.78689 -0.37851 3.34254
19 H -5.14698 0.58585 4.68079
20 H -6.59613 1.06932 3.69734
21 H -4.64850 2.28367 3.09182
22 C -2.05569 -1.99225 -7.51129
23 O -2.09316 -2.04317 -6.12111
24 H -1.39521 -2.70835 -8.00024
25 H -3.02111 -2.06521 -8.01203
26 H -1.65410 -1.00905 -7.75654
27 H -1.16742 -2.17306 -5.90263
28 C -3.89442 -5.39472 -0.54990
29 O -2.76313 -4.80118 -1.11264
30 H -4.45799 -6.04592 -1.21806
31 H -3.59086 -6.03876 0.27542
32 H -4.43032 -4.58016 -0.06267
33 H -2.94639 -4.19154 -1.83123
34 C 5.08414 1.33304 3.87506
35 O 4.99342 0.97907 2.47448
36 H 5.85715 2.07378 4.07962
37 H 4.08593 1.71905 4.08170
38 H 5.17947 0.45414 4.51265
39 H 4.55956 0.12412 2.42515
40 C 1.76863 5.61905 0.21951
41 O 0.69565 4.85168 0.59722
42 H 1.99848 5.52490 -0.84182
43 H 1.66013 6.69735 0.33611
44 H 2.70730 5.36928 0.71408
45 H 0.37213 5.18482 1.43742
46 C -0.40566 -1.45747 6.10213
47 O -0.56507 -2.74894 5.49241
48 H -0.65729 -0.63733 5.42972
49 H -1.07382 -1.42188 6.96261
50 H 0.61861 -1.27431 6.42682
51 H 0.02459 -2.80318 4.73679

Forces on the atoms, in the same order (eV/Å):
1.19 -0.14 -0.06
-0.18 0.61 -0.08
-0.13 -0.01 -1.40
-0.15 -0.16 0.10
0.01 -0.94 1.26
-0.27 0.85 0.53
-0.12 -0.31 -0.34
0.00 0.88 0.08
-0.40 -0.43 -0.02
1.20 0.13 0.40
-3.41 -0.44 -0.17
1.47 0.17 -0.36
0.97 0.20 0.23
-0.31 0.02 -0.12
0.02 -0.22 0.11
0.06 0.40 0.05
-0.17 -0.68 -0.43
0.68 0.05 -0.37
-0.34 -0.06 0.18
0.02 0.39 0.30
-0.21 -0.11 0.24
0.34 1.15 -1.29
-0.19 -0.84 0.37
0.05 -0.39 0.27
-0.27 -0.15 0.55
0.02 0.22 -0.58
0.13 0.03 0.79
0.00 0.42 0.77
1.26 -0.32 -0.30
-0.32 0.39 -0.25
0.43 -0.01 -0.08
-1.00 -0.30 -0.18
-0.39 -0.18 0.03
-1.49 -0.57 -0.92
0.94 0.37 0.67
-0.02 -0.16 -0.32
0.12 0.56 0.66
0.46 -0.04 -0.02
-0.10 -0.27 -0.13
2.01 1.22 -0.93
-1.14 -0.59 0.33
-0.40 -0.47 -0.11
-0.48 0.18 0.33
0.02 -0.29 0.35
-0.04 -0.12 0.04
0.01 -0.61 -0.34
-0.15 0.83 0.55
-0.22 0.01 -0.19
0.06 -0.04 -0.03
0.12 -0.17 0.16
0.29 -0.06 -0.27

As for the strongest force on any atom: 0.06692 hartree/bohr. The energy above the lowest of the compared OMol25 structures with the same formula, charge and spin is 177.2 kcal/mol. As for the LUMO energy: 0.042 hartree. Its charge is -1. The calculation puts the total energy at -27719.301 eV. The value obtained for the molecular weight is 276.347 g mol⁻¹.

Atom charges from the natural (NBO) analysis, given in e for atoms 1 to 5: N -0.88; H 0.44; H 0.47; H 0.44; H 0.48

2 unconnected molecules or ions with the total composition C5H13NO at a distorted geometry, computed with the ωB97M-V functional and the def2-TZVPD basis.

Geometry (Å):
1 C 0.21937 1.10959 -1.03706
2 C -0.13082 -0.24610 -0.46223
3 C -1.55511 -0.72821 -0.38388
4 C 0.80948 -1.00976 0.19230
5 C 0.39698 -2.01360 1.26233
6 N 2.08342 -1.23671 -0.28677
7 H -0.67320 1.48677 -1.51904
8 H 0.66651 1.67115 -0.21915
9 H 1.00604 1.08172 -1.80840
10 H -1.70406 -1.81253 -0.48142
11 H -2.02022 -0.39001 0.54292
12 H -2.20148 -0.33834 -1.18322
13 H -0.65147 -2.13948 1.53241
14 H 0.73667 -1.53131 2.21372
15 H 0.73105 -3.05650 1.30318
16 H 2.39140 -0.74544 -1.10767
17 H 2.81450 -1.61405 0.28610
18 O -1.02809 3.49387 0.59650
19 H -1.27459 3.71458 -0.31352
20 H -0.61637 4.30438 0.87289

Forces on the atoms, in the same order (eV/Å):
0.78 -1.34 -0.56
1.35 -1.15 1.16
-0.89 0.55 -0.01
-2.19 -1.65 -1.51
-0.01 0.52 1.90
0.72 0.70 0.06
-0.02 0.73 0.24
-0.61 0.66 -0.20
-0.21 -0.16 -0.08
0.45 0.22 0.27
-0.32 -0.13 0.13
0.41 0.31 0.02
-0.27 0.55 -0.82
0.24 -0.51 -0.39
0.70 0.32 -0.70
-0.03 0.12 0.13
-0.02 0.13 0.27
-0.36 -0.03 -0.60
-0.05 -0.38 0.17
0.36 0.52 0.53

As for the strongest force on any atom: 0.06082 hartree/bohr. The energy above the lowest of the compared OMol25 structures with the same formula, charge and spin is 48.0 kcal/mol. As for the LUMO energy: 0.031 hartree. Its charge is 0. The calculation puts the total energy at -8931.931 eV. The value obtained for the molecular weight is 103.165 g mol⁻¹.

Atom charges from the natural (NBO) analysis, given in e for atoms 1 to 5: C -0.63; C -0.11; C -0.63; C 0.19; C -0.68